{
  "formula": "C46H128N18O26P6S5",
  "method": "ωB97M-V/def2-TZVPD",
  "charge": 0,
  "largest_force_ha_per_bohr": 0.047,
  "spin_multiplicity": 1,
  "e_above_lowest_kcal_mol": 0.0,
  "gap_ev": 8.299,
  "symbols": ["C", "C", "O", "S", "O", "O", "O", "H", "H", "H", "H", "C", "C", "O", "S", "O", "O", "O", "H", "H", "H", "H", "C", "C", "O", "S", "O", "O", "O", "H", "H", "H", "H", "C", "C", "O", "S", "O", "O", "O", "H", "H", "H", "H", "C", "C", "O", "S", "O", "O", "O", "H", "H", "H", "H", "O", "P", "N", "C", "C", "N", "C", "C", "N", "C", "C", "H", "H", "H", "H", "H", "H", "H", "H", "H", "H", "H", "H", "H", "H", "H", "H", "H", "H", "O", "P", "N", "C", "C", "N", "C", "C", "N", "C", "C", "H", "H", "H", "H", "H", "H", "H", "H", "H", "H", "H", "H", "H", "H", "H", "H", "H", "H", "O", "P", "N", "C", "C", "N", "C", "C", "N", "C", "C", "H", "H", "H", "H", "H", "H", "H", "H", "H", "H", "H", "H", "H", "H", "H", "H", "H", "H", "O", "P", "N", "C", "C", "N", "C", "C", "N", "C", "C", "H", "H", "H", "H", "H", "H", "H", "H", "H", "H", "H", "H", "H", "H", "H", "H", "H", "H", "O", "P", "N", "C", "C", "N", "C", "C", "N", "C", "C", "H", "H", "H", "H", "H", "H", "H", "H", "H", "H", "H", "H", "H", "H", "H", "H", "H", "H", "O", "P", "N", "C", "C", "N", "C", "C", "N", "C", "C", "H", "H", "H", "H", "H", "H", "H", "H", "H", "H", "H", "H", "H", "H", "H", "H", "H", "H"],
  "positions_angstrom": [[0.06828, -0.90951, -0.22136], [-1.41060, -1.00498, -0.00028], [-1.78995, 0.18031, 0.70532], [-0.61485, 1.24032, 0.67372], [0.08371, 1.32082, 1.91612], [-1.08701, 2.45647, 0.10832], [0.32472, 0.49827, -0.39564], [0.34386, -1.43543, -1.13800], [0.64390, -1.28339, 0.62979], [-1.67267, -1.87602, 0.59128], [-1.94769, -0.97933, -0.95088], [0.76174, 3.73476, -2.55502], [1.56297, 2.44901, -2.52274], [2.48837, 2.54157, -3.64500], [2.07393, 3.70890, -4.70113], [1.67697, 3.20244, -5.98966], [3.10788, 4.71667, -4.61899], [0.64910, 4.10347, -3.93440], [1.21630, 4.56029, -1.99507], [-0.23653, 3.50971, -2.19056], [0.89231, 1.62285, -2.74292], [2.09169, 2.27517, -1.57877], [-3.49262, 4.96929, -0.88093], [-3.49909, 4.67354, -2.38541], [-3.51018, 5.94615, -3.06501], [-3.37641, 7.26754, -2.06551], [-4.63100, 7.96214, -2.02446], [-2.17461, 7.94341, -2.43473], [-3.13434, 6.38396, -0.71700], [-2.76160, 4.38819, -0.32907], [-4.48203, 4.80828, -0.44206], [-4.39070, 4.11303, -2.66372], [-2.64041, 4.10297, -2.71497], [-3.06193, -6.14692, 0.64151], [-2.54609, -4.74563, 1.11945], [-3.05057, -3.80669, 0.11598], [-3.91022, -4.56670, -1.09592], [-3.40611, -4.18088, -2.38298], [-5.32734, -4.62081, -0.83477], [-3.27600, -6.03380, -0.76470], [-4.01837, -6.38291, 1.12354], [-2.33814, -6.95061, 0.78700], [-1.45754, -4.65046, 1.13309], [-2.93810, -4.45484, 2.09153], [-4.65165, 0.72029, 2.28240], [-5.98942, 0.60819, 3.00260], [-6.44021, -0.74457, 2.87319], [-5.52434, -1.58688, 1.83612], [-6.09331, -1.47933, 0.53576], [-5.18461, -2.87588, 2.34061], [-4.25239, -0.62360, 1.97612], [-3.89876, 1.16326, 2.93579], [-4.72865, 1.27917, 1.36254], [-6.72091, 1.29279, 2.59325], [-5.87146, 0.80445, 4.06974], [1.63560, -5.80020, -4.39646], [1.91997, -6.31433, -3.03307], [1.53296, -7.94451, -2.75882], [1.12869, -8.84135, -3.86226], [1.15649, -8.45129, -1.41975], [1.04977, -5.38967, -1.89781], [1.45698, -5.01024, -0.55838], [-0.29877, -4.91878, -2.21856], [3.57170, -6.05450, -2.69058], [4.37717, -7.00265, -1.92728], [4.17066, -4.72945, -3.00934], [1.10651, -9.86373, -3.47240], [1.85200, -8.79570, -4.68827], [0.12496, -8.58680, -4.23433], [1.31440, -9.53284, -1.37841], [0.09885, -8.23730, -1.19865], [1.74943, -7.98706, -0.63321], [1.14325, -3.97015, -0.38365], [0.97333, -5.62437, 0.23441], [2.53905, -5.05163, -0.41959], [-0.32814, -3.91707, -2.67147], [-0.77128, -5.61119, -2.91497], [-0.90788, -4.90449, -1.30516], [4.95144, -6.52178, -1.11572], [3.72168, -7.73975, -1.47111], [5.08537, -7.55610, -2.56422], [3.71800, -3.92527, -2.40113], [4.03797, -4.48245, -4.05266], [5.24471, -4.75116, -2.78213], [5.66544, 0.10743, 2.75607], [5.65499, 1.58159, 2.93136], [4.18453, 2.35876, 2.63622], [3.13627, 2.34535, 3.67677], [3.62724, 2.08769, 1.30124], [6.80584, 2.30613, 1.91880], [6.66151, 3.68576, 1.52117], [7.89540, 1.54563, 1.28150], [6.24411, 2.05843, 4.50737], [6.76678, 1.03985, 5.45011], [6.49078, 3.45464, 4.94174], [3.55963, 2.14166, 4.66683], [2.37099, 1.59908, 3.43511], [2.65198, 3.33544, 3.68432], [2.83690, 2.80166, 1.07705], [3.21777, 1.06956, 1.23355], [4.41989, 2.20696, 0.55794], [7.57924, 4.27154, 1.66931], [6.39720, 3.75768, 0.45115], [5.85708, 4.16003, 2.07184], [8.53252, 2.21724, 0.70031], [8.51234, 1.06438, 2.04197], [7.50682, 0.76755, 0.61591], [6.18365, 1.05895, 6.38351], [6.69037, 0.04168, 5.03341], [7.82498, 1.24880, 5.69692], [6.51639, 3.51600, 6.03711], [5.68689, 4.11776, 4.60189], [7.45505, 3.83236, 4.55969], [-5.63574, 3.59047, 2.14201], [-5.02380, 4.56845, 3.07926], [-3.55003, 4.18291, 3.83024], [-3.44199, 3.68966, 5.21716], [-2.34084, 4.03645, 3.01679], [-6.17000, 4.93991, 4.29897], [-7.61733, 4.75370, 4.02295], [-5.87530, 5.95730, 5.30922], [-4.69800, 6.01794, 2.34859], [-3.76870, 7.04129, 2.81045], [-5.82018, 6.64203, 1.61683], [-4.41686, 3.30037, 5.51454], [-3.18472, 4.49084, 5.92361], [-2.70279, 2.87426, 5.30599], [-2.41234, 4.57253, 2.07694], [-2.12203, 2.98208, 2.80364], [-1.48971, 4.44220, 3.57734], [-8.07781, 5.67801, 3.62558], [-7.73519, 3.94987, 3.30171], [-8.17162, 4.48898, 4.92958], [-6.43313, 6.88838, 5.10901], [-6.15478, 5.60422, 6.31540], [-4.81535, 6.20864, 5.32283], [-3.04272, 7.28733, 2.03453], [-4.34303, 7.95770, 3.00924], [-3.22366, 6.75499, 3.71147], [-6.12814, 7.57738, 2.10586], [-6.68263, 5.97986, 1.54450], [-5.50467, 6.88688, 0.60135], [-0.00777, -3.10310, 2.48650], [0.03466, -3.09509, 3.99181], [-1.34330, -2.41418, 4.73023], [-1.73953, -2.75986, 6.16185], [-2.41585, -1.76944, 3.93562], [1.26378, -2.20550, 4.76318], [1.89697, -1.08218, 4.07623], [1.46909, -2.15650, 6.22909], [0.24099, -4.65435, 4.72396], [-0.87961, -5.60872, 4.58016], [1.55050, -5.30617, 4.49576], [-2.08926, -1.86907, 6.69635], [-0.93093, -3.22997, 6.71875], [-2.58266, -3.46421, 6.12205], [-3.33105, -2.37505, 3.93957], [-2.08949, -1.61107, 2.91289], [-2.65763, -0.79435, 4.38556], [2.39175, -0.41872, 4.78681], [2.67968, -1.42902, 3.38430], [1.17108, -0.49018, 3.49158], [2.54546, -2.10042, 6.45443], [0.98612, -1.26923, 6.67217], [1.08000, -3.06056, 6.69543], [-0.64027, -6.55213, 5.08553], [-1.80890, -5.21364, 4.98489], [-1.04225, -5.84720, 3.51115], [1.65573, -5.71124, 3.48102], [1.68530, -6.11645, 5.22300], [2.33837, -4.57447, 4.65305], [-2.22345, 1.77954, -2.75392], [-3.29019, 1.25729, -3.65242], [-4.80906, 1.07346, -2.79427], [-6.04161, 1.79469, -3.27387], [-4.76134, 0.96909, -1.31521], [-2.99574, -0.25616, -4.38861], [-1.58970, -0.68122, -4.37929], [-4.01111, -1.32199, -4.31935], [-3.57159, 2.23627, -5.01747], [-2.52079, 3.21656, -5.45987], [-4.60444, 1.86928, -6.03397], [-5.87888, 2.87621, -3.39489], [-6.81898, 1.65067, -2.52197], [-6.40361, 1.39191, -4.21755], [-4.18070, 0.09309, -1.01622], [-5.77315, 0.82867, -0.94630], [-4.31105, 1.84786, -0.83374], [-1.36390, -1.34106, -3.51340], [-1.33658, -1.22482, -5.29445], [-0.95714, 0.19923, -4.29918], [-4.03196, -1.80681, -3.33330], [-5.00115, -0.93644, -4.52285], [-3.77719, -2.08113, -5.07576], [-2.70024, 3.50700, -6.49376], [-2.49794, 4.12188, -4.85525], [-1.53116, 2.75100, -5.42780], [-4.14159, 1.62674, -6.99886], [-5.29646, 2.70953, -6.16129], [-5.19626, 1.01479, -5.72414], [5.25322, -1.53804, -2.29824], [5.26205, -0.67735, -3.50912], [6.25340, -1.40152, -4.71648], [5.87377, -2.73031, -5.20805], [7.69429, -1.18409, -4.65522], [5.88098, 0.90850, -3.37884], [6.13559, 1.66403, -4.61898], [5.87204, 1.65758, -2.12085], [3.70060, -0.63664, -4.24743], [3.39485, -0.01846, -5.54394], [2.49324, -1.07383, -3.52365], [6.17603, -2.87077, -6.25574], [4.79586, -2.82946, -5.14234], [6.33180, -3.51777, -4.58363], [8.19801, -1.80846, -5.39615], [8.10684, -1.44675, -3.66035], [7.95931, -0.14746, -4.85402], [5.28624, 2.29804, -4.89731], [7.00143, 2.32023, -4.49614], [6.32460, 0.97161, -5.43060], [5.92720, 0.94510, -1.29670], [6.74543, 2.31574, -2.05758], [4.95458, 2.26664, -1.98692], [2.45129, -0.41860, -5.92436], [3.26663, 1.06098, -5.46404], [4.19109, -0.22851, -6.27234], [2.44121, -2.17007, -3.45946], [1.59979, -0.71532, -4.04584], [2.46286, -0.69502, -2.49349]],
  "forces_ev_per_angstrom": [[0.7, -0.6, -0.2], [-0.5, -0.5, -0.5], [0.5, 0.7, 0.6], [0.5, 0.7, -0.5], [-0.4, -0.4, 0.1], [0.0, 0.0, 0.0], [-0.7, 0.2, 0.4], [0.2, 0.2, 0.1], [0.0, 0.0, -0.1], [-0.1, 0.0, 0.0], [-0.1, -0.1, 0.1], [-0.1, 0.3, 0.5], [-0.2, -0.1, -0.7], [-0.1, 0.6, -0.4], [-0.6, 0.2, 0.4], [0.6, 0.2, 1.4], [-1.5, -1.0, 0.0], [1.8, -0.3, -0.8], [0.0, -0.2, -0.1], [-0.1, 0.2, 0.0], [0.0, -0.2, 0.1], [0.1, 0.1, -0.4], [-0.4, 0.6, 0.1], [0.0, 0.4, 0.1], [-0.2, 1.1, 0.8], [0.0, -2.3, -0.7], [0.9, -0.5, 0.2], [-0.7, -0.1, 0.6], [-0.2, 0.3, -0.8], [0.1, 0.0, -0.1], [0.1, 0.2, 0.0], [0.0, 0.2, 0.0], [0.2, 0.1, 0.1], [-0.1, 0.6, 0.5], [-0.3, -0.4, -0.8], [-1.0, -0.7, -1.0], [0.5, -1.1, 0.7], [-0.5, 0.1, 1.3], [1.7, 0.5, 0.0], [-0.2, 0.9, -0.3], [0.2, 0.0, 0.0], [-0.1, 0.2, 0.0], [-0.1, 0.0, -0.1], [-0.2, 0.0, -0.1], [0.1, 0.1, -0.2], [-0.1, 0.3, 0.5], [0.4, -1.1, -0.4], [-0.1, 0.8, 0.2], [0.1, 0.1, 0.2], [-0.2, 0.6, 0.2], [-0.2, -0.8, 0.0], [0.1, -0.1, -0.2], [0.0, 0.2, -0.1], [-0.1, 0.0, -0.1], [-0.1, -0.1, -0.1], [-0.3, -0.8, 0.4], [0.6, 1.2, 0.1], [0.3, 0.1, 0.3], [0.2, 0.6, 0.0], [-0.2, 0.7, -0.6], [0.3, -0.2, -0.1], [0.0, 0.0, 0.1], [0.0, -0.5, -0.1], [-0.9, -0.4, 0.3], [0.1, 0.1, 0.0], [-0.4, -0.4, 0.7], [0.1, 0.1, -0.1], [-0.3, 0.1, 0.2], [0.3, -0.1, 0.0], [0.0, 0.2, 0.0], [0.1, -0.1, 0.0], [0.1, 0.1, 0.0], [0.2, -0.2, 0.1], [0.2, 0.2, -0.3], [0.0, -0.1, -0.1], [0.2, -0.1, 0.1], [-0.1, 0.1, -0.1], [0.1, 0.0, -0.2], [-0.2, 0.0, -0.3], [0.1, -0.1, 0.0], [-0.1, 0.2, 0.1], [0.2, -0.2, -0.2], [-0.1, -0.1, -0.2], [-0.3, -0.1, 0.0], [0.0, 0.6, 0.4], [2.1, 0.2, 0.9], [0.4, -0.2, 0.5], [0.2, 0.3, -0.2], [0.5, -0.1, 0.1], [-0.9, 0.0, -0.2], [0.1, 0.2, -0.7], [-0.6, -0.2, 0.3], [-1.0, -0.5, -0.2], [-0.2, 0.7, -0.2], [-0.1, -0.6, -0.6], [0.0, 0.1, -0.2], [0.1, 0.0, 0.1], [0.1, -0.3, 0.1], [-0.1, 0.1, 0.1], [0.1, 0.1, 0.0], [-0.1, -0.1, 0.0], [-0.1, -0.2, 0.1], [0.1, 0.1, 0.1], [0.0, 0.1, 0.1], [-0.2, 0.1, 0.1], [0.0, 0.0, 0.0], [0.1, 0.1, 0.1], [0.2, 0.0, -0.1], [0.0, 0.0, -0.2], [-0.4, -0.1, -0.1], [-0.1, -0.2, -0.2], [0.2, -0.1, 0.0], [-0.2, -0.1, 0.1], [0.4, 0.1, 0.2], [-0.5, 0.5, 1.1], [-0.9, 0.1, 0.0], [-0.5, 0.0, -0.4], [0.1, -0.1, 0.4], [0.3, -0.7, -0.1], [0.6, 0.2, 0.1], [-0.3, -0.1, -0.2], [-0.1, 0.5, -0.4], [0.1, 0.1, 0.0], [0.2, -0.3, -0.2], [0.1, 0.0, 0.1], [0.2, -0.1, -0.2], [-0.2, 0.4, -0.2], [-0.1, 0.1, -0.1], [0.0, 0.1, 0.0], [-0.1, 0.0, -0.1], [0.2, -0.3, 0.1], [0.0, 0.1, -0.1], [0.3, 0.0, 0.1], [0.1, -0.2, 0.0], [0.0, 0.1, -0.3], [0.0, -0.1, 0.0], [0.1, 0.0, -0.1], [0.3, -0.1, 0.2], [-0.1, -0.1, -0.1], [0.0, -0.3, 0.0], [0.1, -0.1, 0.1], [0.0, 0.1, 0.0], [0.2, 0.6, 1.6], [0.0, 0.1, 1.6], [-0.4, -0.9, 0.4], [-0.1, 0.1, -1.7], [0.4, -0.5, 0.9], [0.5, -0.6, -0.2], [0.0, -0.1, -1.0], [-0.2, -0.2, -0.6], [-0.3, 0.6, -0.3], [0.4, 0.2, -0.7], [-0.3, 0.3, 0.1], [0.2, 0.0, -0.2], [-0.1, 0.1, -0.3], [0.1, 0.1, 0.1], [0.1, 0.1, -0.1], [0.1, 0.0, 0.0], [0.1, -0.1, -0.1], [-0.2, -0.1, 0.1], [-0.2, 0.1, 0.1], [0.2, -0.1, 0.2], [-0.3, 0.0, -0.2], [0.0, -0.2, -0.1], [0.1, 0.1, 0.0], [0.0, 0.3, 0.0], [0.1, 0.1, 0.1], [0.0, 0.0, 0.3], [-0.1, 0.0, 0.1], [-0.1, 0.1, -0.1], [0.1, 0.0, 0.0], [-0.1, -0.3, -0.6], [-1.6, -0.2, -0.7], [0.1, 0.8, -1.0], [1.0, -0.2, 0.4], [0.6, 0.0, -0.7], [-0.2, 0.4, 1.0], [-0.4, -0.4, 0.3], [0.7, -0.1, 0.2], [-0.2, 0.3, 0.4], [-0.4, -0.9, 0.4], [0.9, 0.5, 0.5], [-0.1, -0.2, 0.0], [0.1, 0.0, -0.1], [0.0, 0.0, 0.1], [0.0, 0.0, 0.0], [0.0, -0.1, 0.0], [-0.1, 0.0, -0.1], [-0.1, 0.2, -0.3], [-0.1, 0.0, 0.1], [0.1, 0.0, -0.1], [0.0, 0.0, -0.2], [-0.1, 0.1, 0.0], [0.0, 0.1, 0.1], [-0.2, -0.1, 0.0], [-0.1, 0.0, 0.0], [0.0, 0.1, 0.0], [0.0, 0.0, 0.2], [0.1, -0.1, -0.1], [0.2, -0.1, 0.1], [-0.4, 1.2, 0.1], [-0.3, -0.7, -1.4], [-0.6, 1.1, -0.1], [0.2, 0.3, 0.5], [0.1, -0.2, 0.7], [0.1, -1.0, -0.4], [-0.5, 0.1, 0.6], [-0.4, -0.4, -0.1], [0.5, -0.1, 0.4], [0.7, 0.0, 0.1], [0.5, -0.3, 0.5], [0.0, 0.1, 0.3], [-0.1, 0.0, -0.1], [-0.1, 0.1, -0.3], [-0.1, 0.0, 0.0], [-0.1, 0.0, -0.4], [0.0, 0.0, 0.0], [0.0, 0.0, 0.1], [0.0, -0.1, 0.1], [0.0, 0.0, -0.1], [0.0, 0.0, 0.0], [-0.1, -0.1, -0.1], [0.3, -0.1, -0.2], [0.2, -0.1, 0.0], [0.0, 0.0, -0.1], [-0.2, 0.0, 0.2], [-0.1, 0.2, -0.1], [0.2, 0.0, 0.1], [0.1, 0.0, -0.1]]
}